Run one
C7H6O | ωB97M-V/def2-TZVPD

Summary:
HOMO = -9.41 eV
Lowest unoccupied orbital energy = -0.55 eV
Multiplicity = 1
Total charge = 0

Last column: Löwdin charge in e.
Element x y z (Å)
C1 -1.29233 0.47240 -0.19186  -0.04
H1 -1.42725 1.44147 -0.08797  0.07
C2 0.40826 -1.22865 -0.36014  -0.05
H2 -0.35021 -1.86380 -0.49473  0.04
H3 2.11218 -2.45998 0.48874  0.07
H4 -2.79470 -1.24828 0.46016  0.16
H5 2.62600 -0.79951 0.28194  0.06
H6 2.62154 3.01501 0.56197  0.16
C3 0.97213 1.24370 -0.28478  -0.12
C4 -2.67361 -0.06834 -0.04010  -0.27
C5 1.78011 2.17144 -0.04517  0.09
C6 -0.05242 0.22871 -0.34649  -0.29
O1 -3.68418 0.55087 -0.00546  0.06
C7 1.75447 -1.45504 0.06388  0.04

---

Run two
C7H6O | ωB97M-V/def2-TZVPD

Summary:
HOMO = -9.04 eV
Lowest unoccupied orbital energy = 0.82 eV
Multiplicity = 1
Total charge = 0

Last column: Löwdin charge in e.
Element x y z (Å)
H1 -0.15721 0.16141 -1.61856  0.07
C1 0.83500 -0.90245 -0.01708  -0.20
C2 0.19179 -0.80052 -1.38568  0.02
C3 -1.77789 1.52654 0.50266  0.04
H2 2.54469 0.62102 0.19455  0.09
H3 -2.61557 1.38170 1.21146  0.07
H4 2.41631 -0.43403 1.54762  0.08
H5 0.56175 -1.33015 -2.31793  0.13
O1 -1.36966 -1.98103 0.40647  0.14
C4 -0.53605 1.05285 0.63568  -0.06
C5 0.51003 0.35586 0.74923  -0.15
C6 1.95147 -0.04993 0.70062  0.08
C7 -0.45526 -1.47878 -0.15488  -0.36
H6 -2.09939 1.87751 -0.45416  0.05

---

Least stable: run one

---

Run one
C3H14O4 | ωB97M-V/def2-TZVPD

Summary:
HOMO = -10.25 eV
Lowest unoccupied orbital energy = 0.77 eV
Multiplicity = 1
Total charge = 0

Last column: Löwdin charge in e.
Element x y z (Å)
C1 -3.21955 1.80671 0.43132  -0.11
H1 -2.05156 0.10755 -0.49377  0.11
O1 3.56798 -0.05884 2.47303  -0.05
H2 -1.16225 1.29807 1.69099  0.11
H3 -3.91554 1.75573 -0.40932  0.06
O2 -0.79143 -4.20460 -3.19430  -0.05
H4 -0.62577 -4.67609 -3.98746  0.01
C2 -1.96405 1.15990 -0.22818  -0.23
O3 0.00718 0.07208 0.79087  -0.11
H5 2.37587 -0.37351 -0.77295  0.06
H6 0.32324 -0.17440 -0.08805  0.06
H7 -3.73096 1.30906 1.25562  0.07
H8 1.91067 0.88820 0.06381  0.00
H9 3.43831 0.87533 2.56056  0.02
C3 -0.73509 1.32171 0.69540  -0.24
H10 4.33359 -0.23786 3.02741  0.03
H11 -1.80406 1.69535 -1.16435  0.10
H12 -1.76134 -4.23453 -3.10851  0.05
O4 2.36177 0.60178 -0.72598  -0.06
H13 -2.95587 2.81347 0.74426  0.07
H14 -0.10901 2.20379 0.57895  0.11

---

Run two
C3H14O4 | ωB97M-V/def2-TZVPD

Summary:
HOMO = -9.23 eV
Lowest unoccupied orbital energy = -5.03 eV
Multiplicity = 1
Total charge = 0

Last column: Löwdin charge in e.
Element x y z (Å)
H1 1.51142 3.29850 -0.23149  0.02
C1 -0.81637 -1.16489 -0.31439  -0.11
C2 -1.34611 -0.09625 -0.98843  0.23
O1 1.46361 -0.10898 -1.01303  0.01
H2 -0.59089 -3.24167 -0.21311  0.10
H3 1.18544 -0.60894 -0.25017  -0.07
H4 1.88679 -1.05083 1.56999  0.01
O2 -1.19710 2.48034 0.27051  -0.26
O3 1.23735 2.50986 0.23233  -0.14
H5 -0.89580 -2.60205 -1.90685  0.09
H6 -1.68062 3.29085 0.27939  -0.03
H7 0.17476 2.50696 0.24459  -0.05
H8 -0.14838 0.15554 2.72850  0.03
H9 0.21438 0.79911 2.82552  0.05
H10 -0.58687 -1.13359 0.76585  0.09
H11 1.30575 0.84915 -0.74107  0.06
O4 1.21536 -1.58809 1.13175  -0.20
H12 -1.85514 -0.33939 -1.90721  0.11
H13 0.65411 -2.38817 -1.03826  0.09
C3 -0.42452 -2.45506 -0.94256  -0.06
H14 -1.30715 0.88760 -0.50187  0.03

---

Least stable: run two

---

Run one
C5H14NO | ωB97M-V/def2-TZVPD

Summary:
HOMO (spin up / spin down) = -2.92 / -9.31 eV
Expectation value of S² = 0.7514
Lowest unoccupied orbital energy (spin up / spin down) = 0.69 / 0.56 eV
Multiplicity = 2
Total charge = 0

Last column: Mulliken spin population.
Element x y z (Å)
H1 -2.24612 0.41003 0.20855  -0.16
C1 1.20211 1.59935 0.08898  0.34
H2 -0.42765 -1.53262 1.49487  0.04
H3 -2.55768 1.26662 -1.76587  -0.09
H4 -3.07661 -0.33072 -1.57651  -0.08
H5 0.38415 2.27468 -0.06885  -0.25
H6 3.39220 0.03198 -0.65328  -0.02
H7 -0.27867 -0.34831 -1.43232  -0.19
H8 -0.77332 0.85788 1.20506  0.01
C2 2.66442 -0.32367 0.08252  0.11
H9 3.13632 0.03894 1.04263  0.00
H10 2.81703 -1.38745 0.02083  -0.01
H11 -2.00237 0.00995 1.85778  -0.22
C3 1.28173 0.22274 -0.06761  -0.06
H12 2.14606 2.05082 0.33036  0.03
O1 -2.89806 0.55019 -1.21801  0.40
H13 0.71176 -1.77156 -0.70475  0.03
C4 0.28299 -0.73742 -0.52433  0.32
C5 -0.80647 -1.10582 0.51474  0.62
H14 -1.46515 -1.90342 0.18784  -0.40
N1 -1.48668 0.12781 0.97738  0.59

---

Run two
C5H14NO | ωB97M-V/def2-TZVPD

Summary:
HOMO (spin up / spin down) = -5.37 / -9.74 eV
Expectation value of S² = 0.7533
Lowest unoccupied orbital energy (spin up / spin down) = 0.59 / 0.57 eV
Multiplicity = 2
Total charge = 0

Last column: Mulliken spin population.
Element x y z (Å)
H1 -0.24703 0.78895 -1.30989  0.02
H2 0.52900 -0.67728 -3.24033  0.00
H3 -0.49083 -0.39931 2.41452  0.01
H4 -0.73263 -0.84854 -3.94488  0.00
H5 1.07588 -0.01157 -0.62492  0.02
H6 0.61343 1.25948 1.42238  -0.03
H7 0.04418 3.10611 -0.86202  0.03
H8 -1.85093 -0.45290 0.16122  0.00
O1 -0.40804 -0.54028 -3.07784  0.00
H9 0.41897 3.60524 0.87718  0.02
C1 -0.80398 -0.72716 0.23102  -0.02
H10 1.70564 -1.16974 1.19494  0.00
H11 -1.14366 -1.95596 1.98368  0.00
C2 0.98546 -1.85535 1.64315  0.00
H12 1.23022 -2.09411 2.66950  0.00
H13 -0.49024 -1.57459 -0.37864  -0.01
C3 -0.43407 -1.18898 1.65486  0.01
C4 0.07453 0.38156 -0.36179  -0.03
C5 0.16548 2.81758 0.17514  0.71
H14 0.89061 -2.64543 0.89801  0.00
N1 0.30364 1.52424 0.50726  0.28

---

Least stable: run one

---

Run one
C15H18N4O3 | ωB97M-V/def2-TZVPD

Summary:
HOMO = -8.55 eV
Lowest unoccupied orbital energy = 0.56 eV
Multiplicity = 1
Total charge = 0

Last column: Löwdin charge in e.
Element x y z (Å)
C1 2.13185 -2.02808 -0.58541  -0.57
H1 3.63858 -2.89789 0.02455  0.16
H2 4.47792 -0.09609 1.94174  0.09
C2 3.30186 0.90967 0.37232  -0.34
H3 -4.34503 -1.23972 0.47333  0.15
H4 1.73932 -0.00852 -1.47537  0.16
O1 1.57353 -2.97943 -0.97677  0.14
H5 6.58109 1.08444 0.57612  0.14
N1 -0.05222 -0.87291 -0.60927  0.07
C3 -2.45215 -1.87188 -0.30080  -0.44
C4 1.79852 0.50378 0.54709  -0.06
H6 0.97106 1.21885 0.30008  0.10
C5 -3.02025 0.47266 0.18515  -0.26
H7 -2.29850 -3.67363 0.63230  0.14
C6 -0.94267 -1.83456 0.06387  -0.30
H8 -4.06797 3.36415 -1.40480  0.08
H9 -4.50263 1.00115 -1.44526  0.13
N2 5.61870 0.90496 0.24826  0.07
H10 -2.87481 -1.20960 1.66214  0.16
C7 -2.62491 3.27941 -0.11579  -0.14
C8 1.38575 -0.65995 -0.56485  -0.20
H11 -2.46529 4.38414 0.04030  0.12
O2 3.10429 -2.10809 0.23188  0.15
O3 -0.66730 -2.71957 0.96583  -0.02
H12 1.73478 0.04606 1.61049  0.13
N3 -3.10529 -3.15794 -0.07175  -0.04
H13 -2.44004 -1.67462 -1.48284  0.18
N4 3.48987 1.50093 -0.81998  0.09
C9 4.82343 1.61146 -0.82898  -0.13
H14 -1.53229 0.52050 1.62138  0.07
C10 -1.70096 2.47609 0.71605  -0.02
H15 -0.67288 -0.22263 -1.34804  0.22
C11 -1.99324 1.07062 0.90994  -0.06
C12 -3.62756 2.76650 -0.71435  -0.13
H16 -2.87324 -3.87456 -1.02291  0.16
C13 -3.81060 1.33159 -0.57451  -0.01
H17 5.37370 2.03281 -1.62536  0.08
C14 4.47932 0.49649 1.06751  -0.05
H18 -0.92343 3.12124 1.19834  0.10
C15 -3.23028 -0.96782 0.57836  -0.15

---

Run two
C15H18N4O3 | ωB97M-V/def2-TZVPD

Summary:
HOMO = -8.33 eV
Lowest unoccupied orbital energy = 0.13 eV
Multiplicity = 1
Total charge = 0

Last column: Löwdin charge in e.
Element x y z (Å)
H1 -4.26687 1.95673 1.08935  0.16
H2 0.82146 -0.02067 2.08253  0.30
H3 -1.04900 -1.19211 0.33729  0.15
H4 2.44556 -1.55349 0.46681  0.13
H5 2.02212 1.15278 -1.57108  0.11
C1 2.78939 -0.69126 -0.22500  -0.11
C2 -4.44397 0.94667 0.40774  -0.02
H6 5.29330 -0.50368 -2.15144  0.14
H7 2.89656 0.74755 1.53071  0.12
C3 -1.29864 -0.09176 0.30322  -0.26
H8 -2.24448 1.61277 -0.63732  0.18
C4 0.10593 0.56000 -0.04764  -0.39
H9 -3.78987 -1.70260 -1.72745  0.16
C5 -3.70183 0.13387 -0.42448  -0.39
C6 -4.31019 -1.01389 -0.86253  -0.04
O1 4.07493 2.53332 0.15015  0.06
H10 -6.16682 -2.16324 -1.22979  0.09
H11 6.96566 -1.23163 1.75208  0.08
N1 1.04184 0.89470 1.01085  0.07
C7 -5.91842 0.60532 0.58530  -0.06
H12 2.12954 -1.06927 -1.05772  0.13
C8 4.31106 -0.75362 -0.07672  -0.32
H13 -2.62043 -0.23557 2.11755  0.12
C9 -5.76176 -1.25462 -0.81925  -0.07
H14 -1.61320 1.13231 1.72526  0.02
H15 -6.58447 1.09691 1.23174  0.07
O2 2.76606 1.91756 -1.55209  0.06
N2 6.54267 -1.15377 -0.59779  0.00
N3 -1.82802 0.22659 1.62786  0.04
C10 3.10515 1.87816 -0.26143  -0.44
H16 7.43619 -0.55949 -1.05368  0.23
C11 -6.55183 -0.42555 -0.06120  -0.13
H17 -1.98368 -0.01525 -1.83792  0.12
C12 -2.36807 0.39006 -0.87895  -0.09
C13 5.32497 -0.86144 -1.07432  -0.16
H18 -7.53575 -0.62507 0.21241  0.08
O3 0.44680 0.79304 -1.19844  0.05
N4 4.82871 -0.90255 1.23173  0.10
C14 2.42673 0.60267 0.56998  -0.27
C15 6.26267 -1.16045 0.91368  -0.05

---

Least stable: run two

---

Run one
C3H9N3S | ωB97M-V/def2-TZVPD

Summary:
HOMO = -7.50 eV
Lowest unoccupied orbital energy = 0.82 eV
Multiplicity = 1
Total charge = 0

Last column: Löwdin charge in e.
Element x y z (Å)
N1 -2.31508 0.51475 0.16166  -0.18
H1 -3.46902 -0.83026 -1.09884  0.06
N2 -1.02687 -0.11502 0.10821  0.03
H2 -3.33315 -1.22871 0.64849  0.07
H3 -0.07991 1.86858 -0.00498  0.12
H4 -4.51248 0.01437 0.11167  0.11
H5 2.72384 0.86354 1.07955  0.07
C1 -0.08914 0.79400 -0.05936  -0.29
H6 2.02901 2.36038 0.11124  0.13
H7 1.36884 -1.37815 1.30210  -0.08
H8 3.17942 0.89688 -0.59592  0.05
N3 1.16055 0.35144 -0.25588  -0.63
H9 -2.27592 1.47268 -0.21390  0.11
C2 2.36197 1.19760 0.05883  -0.16
S1 1.65221 -1.18335 -0.06130  0.78
C3 -3.40553 -0.38558 -0.07556  -0.17

---

Run two
C3H9N3S | ωB97M-V/def2-TZVPD

Summary:
HOMO = -7.84 eV
Lowest unoccupied orbital energy = 0.77 eV
Multiplicity = 1
Total charge = 0

Last column: Löwdin charge in e.
Element x y z (Å)
S1 -3.52420 -0.47526 0.13138  0.72
N1 1.43354 0.09678 -0.00623  -0.16
H1 -0.03631 1.86973 -0.89406  0.07
N2 0.30753 -0.64355 -0.38255  0.03
H2 1.27221 0.65551 0.86350  0.12
H3 2.36243 -1.57173 0.83234  0.05
H4 -0.57668 1.89090 0.82454  0.09
H5 -1.81062 -1.72169 -0.74522  0.07
H6 3.55923 -0.34067 0.45387  0.08
N3 -1.98979 -0.72020 -0.61815  -0.40
C1 -0.80185 -0.02017 -0.33880  -0.48
H7 -1.68266 1.96727 -0.63623  0.07
C2 2.60561 -0.80280 0.12121  -0.12
C3 -0.77503 1.49448 -0.20726  -0.06
H8 -3.16070 -0.31863 1.40402  -0.16
H9 2.81728 -1.35997 -0.80236  0.07

---

Run three
C3H9N3S | ωB97M-V/def2-TZVPD

Summary:
HOMO = -7.99 eV
Lowest unoccupied orbital energy = 0.47 eV
Multiplicity = 1
Total charge = 0

Last column: Löwdin charge in e.
Element x y z (Å)
H1 -2.40610 1.45581 0.22365  0.16
H2 -3.31766 -1.03483 1.41756  -0.03
H3 1.67431 -1.60501 -1.34936  0.13
H4 2.63234 -1.70205 0.53509  0.12
N1 -1.95534 0.48353 -0.16537  -0.49
H5 2.09616 0.05094 0.99813  0.07
S1 -3.09326 -0.76956 -0.21328  0.62
C1 0.27237 1.48450 -0.24453  -0.07
H6 0.67630 1.91907 0.74481  0.10
C2 -0.58822 0.20287 -0.38039  -0.52
N2 1.20231 -0.84314 -0.80554  -0.22
H7 0.85722 -1.37614 1.33776  0.11
C3 1.65053 -0.95057 0.56900  -0.17
H8 -0.50898 2.24164 -0.54443  0.06
H9 0.97765 1.34036 -1.21382  0.13
N3 -0.16962 -0.89741 -0.90929  0.01

---

Least stable: run three

---

Run one
CH4N2O3 | ωB97M-V/def2-TZVPD

Summary:
HOMO = -9.82 eV
Lowest unoccupied orbital energy = 0.44 eV
Multiplicity = 1
Total charge = 0

Last column: Löwdin charge in e.
Element x y z (Å)
O1 -2.44761 0.04302 -1.08409  0.07
O2 0.03249 0.73767 -1.25708  0.05
O3 -2.38872 -0.58785 0.96571  0.06
H1 -0.56568 1.19506 -1.86202  0.11
H2 1.20669 -0.42041 0.84648  0.12
H3 -0.02155 0.18321 1.84404  0.07
C1 -0.50038 0.74360 0.00700  -0.35
H4 -0.78089 1.69768 0.55732  0.17
N1 0.20939 -0.12088 0.92009  0.07
N2 -1.92793 -0.03525 -0.02132  -0.37

---

Run two
CH4N2O3 | ωB97M-V/def2-TZVPD

Summary:
HOMO = -9.26 eV
Lowest unoccupied orbital energy = 0.31 eV
Multiplicity = 1
Total charge = 0

Last column: Löwdin charge in e.
Element x y z (Å)
O1 -1.79751 -0.34536 0.48647  -0.08
N1 -1.02527 0.59255 -0.32478  0.02
O2 0.71087 1.11719 -1.59269  0.02
C1 0.24989 0.30881 -0.75371  -0.58
O3 0.52800 -0.70399 1.13397  -0.02
H1 -1.50882 1.10197 -1.11728  0.18
N2 0.95752 -0.66835 -0.18242  0.06
H2 0.79179 0.09698 1.53169  0.11
H3 2.04307 -0.77399 -0.18487  0.22
H4 -0.94953 -0.72580 1.00361  0.08

---

Least stable: run two